No. 1
The following is a DFT calculation (ωB97M-V with the def2-TZVPD basis set) of C31H22N5PdSe as an isolated structure.

Geometry as XYZ:
```
60
Properties=species:S:1:pos:R:3:nbo_charge:R:1
Pd -0.639 0.210 -0.074 0.741
C -2.320 4.659 1.152 -0.243
C -1.883 3.330 1.218 0.065
N -1.366 2.688 0.195 -0.481
C -1.238 3.333 -0.977 0.225
C -1.639 4.669 -1.148 -0.099
C -2.197 5.328 -0.038 -0.117
C -1.465 5.318 -2.412 -0.171
C -0.903 4.666 -3.448 -0.168
C -0.474 3.304 -3.314 -0.078
C 0.129 2.616 -4.379 -0.117
C 0.529 1.317 -4.205 -0.238
C 0.309 0.713 -2.965 0.071
N -0.263 1.333 -1.949 -0.467
C -0.647 2.623 -2.095 0.154
H -2.739 5.134 2.028 0.236
H -1.959 2.778 2.150 0.197
H -2.519 6.356 -0.138 0.228
H -1.790 6.346 -2.511 0.229
H -0.761 5.153 -4.404 0.227
H 0.275 3.123 -5.324 0.231
H 1.003 0.756 -4.997 0.238
H 0.608 -0.314 -2.795 0.210
N 1.232 -0.070 0.717 -0.336
C 2.039 -0.813 1.322 0.193
C 1.478 -2.097 1.859 -0.125
C 1.734 -2.470 3.175 -0.134
C 1.137 -3.609 3.693 -0.217
C 0.301 -4.382 2.900 -0.185
C 0.060 -4.021 1.582 -0.207
C 0.642 -2.877 1.061 -0.193
C 3.453 -0.431 1.540 -0.045
C 3.811 0.915 1.582 -0.187
C 5.138 1.267 1.755 -0.208
C 6.109 0.282 1.877 -0.178
C 5.754 -1.058 1.831 -0.207
C 4.426 -1.419 1.667 -0.192
H 2.387 -1.867 3.791 0.220
H 1.325 -3.897 4.718 0.227
H -0.157 -5.272 3.311 0.225
H -0.579 -4.632 0.957 0.222
H 0.465 -2.588 0.030 0.221
H 3.046 1.675 1.495 0.223
H 5.417 2.311 1.798 0.225
H 7.146 0.560 2.014 0.225
H 6.512 -1.824 1.924 0.226
H 4.146 -2.463 1.630 0.227
Se -2.613 -0.543 1.650 0.954
N -2.756 -0.515 -0.152 -0.709
C -3.145 -1.714 -0.538 0.199
C -3.348 -2.110 -1.896 -0.235
C -3.737 -3.383 -2.140 -0.169
C -3.949 -4.333 -1.080 -0.187
C -3.770 -4.005 0.218 -0.202
C -3.350 -2.672 0.538 0.089
N -3.113 -2.250 1.759 -0.567
H -3.192 -1.384 -2.681 0.231
H -3.904 -3.712 -3.157 0.230
H -4.265 -5.332 -1.348 0.232
H -3.931 -4.706 1.025 0.240
```

Summary:
max |F|	0.52	eV/Å
LUMO level (spin up / spin down)	-3.48 / -4.02	eV
total charge	+1
2S+1	3
energy above the lowest of the compared OMol25 structures with the same formula, charge and spin	0.6592	eV
highest occupied orbital energy (spin up / spin down)	-11.18 / -11.02	eV



No. 2
The following is a DFT calculation (ωB97M-V with the def2-TZVPD basis set) of an isolated molecule of C5H8F2 in a non-equilibrium geometry.

Geometry as XYZ:
```
15
Properties=species:S:1:pos:R:3:nbo_charge:R:1
C -1.572 -0.704 -0.353 -0.621
C -0.801 0.580 0.060 -0.240
C 0.055 0.664 1.280 -0.427
C 0.686 0.695 -0.113 0.293
F 1.085 1.874 -0.628 -0.330
C 1.474 -0.486 -0.569 0.007
F 2.573 -0.631 0.366 -0.389
H -2.651 -0.517 -0.404 0.225
H -1.299 -1.541 0.339 0.209
H -1.344 -1.066 -1.332 0.209
H -1.275 1.591 -0.186 0.229
H -0.012 1.557 1.827 0.230
H 0.170 -0.239 1.867 0.222
H 1.882 -0.303 -1.564 0.191
H 1.028 -1.472 -0.589 0.190
```

Summary:
max |F|	2.52	eV/Å
LUMO level	1.02	eV
total charge	0
2S+1	1
energy above the lowest of the compared OMol25 structures with the same formula, charge and spin	1.0133	eV
highest occupied orbital energy	-10.23	eV



No. 3
The following is a DFT calculation (ωB97M-V with the def2-TZVPD basis set) of C25H44N9O6P2Pt as an isolated structure in a non-equilibrium geometry.

Geometry as XYZ:
```
87
Properties=species:S:1:pos:R:3:lowdin_charge:R:1
Pt 0.056 0.107 -0.223 1.606
O -1.656 -3.531 0.307 0.211
C -1.068 -2.610 -0.157 -0.392
N -1.348 -1.256 0.073 0.000
C -2.475 -0.746 0.789 -0.377
O -3.145 -1.322 1.572 0.219
C -2.757 0.594 0.152 -0.145
C -3.968 1.244 0.183 0.074
C -4.121 2.384 -0.599 0.038
C -3.052 2.821 -1.372 0.019
C -1.855 2.132 -1.337 -0.062
N -1.723 1.035 -0.579 -0.044
C -0.042 -2.630 -1.253 -0.139
C 0.315 -3.735 -1.990 0.075
C 1.240 -3.570 -3.013 0.038
C 1.786 -2.312 -3.232 0.017
C 1.401 -1.246 -2.442 -0.062
N 0.477 -1.419 -1.489 -0.041
H -4.765 0.835 0.790 0.152
H -5.065 2.912 -0.621 0.143
H -3.142 3.686 -2.014 0.136
H -1.006 2.431 -1.935 0.114
H -0.148 -4.685 -1.755 0.152
H 1.533 -4.409 -3.631 0.143
H 2.514 -2.142 -4.014 0.138
H 1.817 -0.259 -2.571 0.114
C 0.803 -0.017 5.462 -0.070
N 1.340 -1.030 4.547 -0.294
C 2.141 -2.054 5.220 -0.073
P 0.512 -1.410 3.188 0.496
O -0.115 -0.206 2.593 -0.291
O 1.703 -1.978 2.182 -0.265
P 2.718 -1.090 1.364 0.530
O 1.960 -0.324 0.249 -0.409
N 3.661 -2.196 0.645 -0.286
C 4.609 -1.758 -0.383 -0.066
C 3.998 -3.501 1.231 -0.055
N 3.516 -0.058 2.308 -0.267
C 3.305 1.385 2.392 -0.051
C 4.797 -0.521 2.881 -0.044
N -0.437 -2.734 3.215 -0.285
C -1.730 -2.614 3.909 -0.068
C 0.055 -4.113 3.191 -0.072
H 0.220 -0.478 6.263 0.097
H 0.172 0.681 4.916 0.071
H 1.630 0.534 5.911 0.093
H 1.568 -2.577 5.990 0.100
H 2.999 -1.579 5.698 0.097
H 2.513 -2.791 4.509 0.072
H 4.325 -0.788 -0.790 0.078
H 4.616 -2.488 -1.192 0.096
H 5.621 -1.682 0.023 0.097
H 3.337 -3.736 2.061 0.070
H 5.030 -3.500 1.584 0.099
H 3.887 -4.274 0.471 0.100
H 2.288 1.628 2.094 0.056
H 4.028 1.923 1.774 0.102
H 3.438 1.693 3.429 0.100
H 4.774 -1.587 3.099 0.081
H 4.946 -0.001 3.826 0.101
H 5.636 -0.299 2.220 0.098
H -2.009 -1.566 4.023 0.083
H -1.666 -3.073 4.898 0.100
H -2.497 -3.115 3.325 0.090
H 0.982 -4.191 2.629 0.067
H -0.693 -4.735 2.699 0.096
H 0.214 -4.500 4.200 0.097
C 0.834 4.678 -1.554 -0.010
N 1.183 3.426 -0.863 -0.108
C 1.797 2.387 -1.689 -0.028
C 0.649 3.090 0.325 -0.453
O 0.501 1.846 0.667 -0.206
N 0.320 3.989 1.241 -0.092
C -0.497 3.606 2.395 0.013
C 0.977 5.298 1.369 0.006
H 0.421 4.434 -2.534 0.102
H 1.712 5.307 -1.698 0.112
H 0.089 5.227 -0.987 0.094
H 2.147 2.831 -2.616 0.116
H 1.057 1.603 -1.916 0.035
H 2.634 1.933 -1.158 0.099
H -1.122 2.751 2.158 0.086
H -1.121 4.456 2.662 0.111
H 0.143 3.354 3.242 0.107
H 1.761 5.413 0.631 0.091
H 1.423 5.347 2.363 0.112
H 0.251 6.103 1.271 0.112
```

Summary:
max |F|	1.20	eV/Å
LUMO level	-10.71	eV
total charge	+3
2S+1	1
energy above the lowest of the compared OMol25 structures with the same formula, charge and spin	1.1976	eV
highest occupied orbital energy	-15.97	eV



No. 4
The following is a DFT calculation (ωB97M-V with the def2-TZVPD basis set) of a 9-piece molecular cluster, C48H114N6O6S3 overall in a non-equilibrium geometry.

Geometry as XYZ:
```
177
Properties=species:S:1:pos:R:3:lowdin_charge:R:1
O 5.821 18.566 -15.318 -0.381
S 7.061 18.481 -16.188 0.757
O 8.265 17.812 -15.606 -0.370
C 6.656 17.816 -17.799 -0.242
C 7.561 18.611 -18.780 -0.232
C 7.379 20.059 -18.400 -0.214
C 7.702 20.137 -16.851 -0.177
H 5.665 18.168 -18.084 0.100
H 6.589 16.728 -17.789 0.112
H 8.617 18.492 -18.536 0.118
H 7.170 18.321 -19.756 0.120
H 6.317 20.257 -18.551 0.112
H 8.009 20.781 -18.918 0.116
H 7.154 20.950 -16.375 0.089
H 8.685 20.254 -16.394 0.093
O 7.983 25.803 -24.897 -0.334
S 7.031 25.557 -25.967 0.686
O 5.840 24.799 -25.721 -0.335
C 6.415 27.253 -26.641 -0.173
C 7.290 27.557 -27.875 -0.216
C 8.259 26.369 -28.150 -0.229
C 7.934 25.023 -27.432 -0.213
H 6.345 28.015 -25.864 0.095
H 5.389 27.201 -27.005 0.089
H 6.728 27.494 -28.807 0.101
H 7.806 28.515 -27.809 0.111
H 9.143 26.708 -27.609 0.101
H 8.438 26.326 -29.224 0.112
H 8.594 24.174 -27.255 0.112
H 7.151 24.720 -28.126 0.096
O 15.686 17.795 -9.353 -0.359
S 15.450 18.756 -10.436 0.755
O 15.509 18.406 -11.887 -0.356
C 14.001 19.915 -10.011 -0.216
C 14.498 21.164 -9.419 -0.241
C 15.922 21.359 -10.011 -0.207
C 16.681 20.019 -10.095 -0.239
H 13.184 19.471 -9.442 0.109
H 13.716 20.245 -11.010 0.100
H 13.935 22.069 -9.647 0.118
H 14.419 21.095 -8.334 0.117
H 16.390 22.149 -9.424 0.107
H 16.072 21.832 -10.981 0.113
H 17.191 19.628 -9.215 0.096
H 17.477 20.050 -10.840 0.102
C 0.821 14.081 -24.378 -0.080
C -0.016 15.148 -23.691 -0.271
N -0.689 16.107 -24.538 -0.198
C -1.646 16.903 -23.784 -0.255
C -3.133 16.727 -24.332 -0.065
C 0.096 16.745 -25.594 -0.233
C 0.996 17.966 -25.205 -0.076
H 0.270 13.182 -24.657 0.071
H 1.642 13.748 -23.742 0.071
H 1.271 14.420 -25.311 0.054
H -0.730 14.660 -23.028 0.111
H 0.558 15.690 -22.940 0.103
H -1.617 16.689 -22.716 0.104
H -1.519 17.985 -23.820 0.094
H -3.733 17.522 -23.890 0.065
H -2.957 16.796 -25.405 0.060
H -3.375 15.697 -24.069 0.062
H -0.576 17.291 -26.256 0.099
H 0.501 15.990 -26.268 0.098
H 0.342 18.761 -24.846 0.056
H 1.671 18.231 -26.019 0.070
H 1.581 17.727 -24.316 0.059
C 0.550 13.735 -13.120 -0.096
C -0.257 14.817 -13.807 -0.333
N -1.392 14.501 -14.571 -0.172
C -1.165 13.423 -15.557 -0.275
C -2.419 12.883 -16.215 -0.083
C -2.027 15.813 -15.044 -0.193
C -1.201 16.746 -15.991 -0.089
H -0.193 13.012 -12.783 0.082
H 1.211 14.138 -12.353 0.078
H 1.179 13.285 -13.888 0.064
H -0.581 15.270 -12.870 0.115
H 0.401 15.430 -14.422 0.112
H -0.392 13.647 -16.292 0.104
H -0.686 12.538 -15.138 0.103
H -2.922 12.194 -15.537 0.073
H -3.114 13.688 -16.454 0.060
H -1.992 12.326 -17.050 0.074
H -2.350 16.294 -14.121 0.104
H -2.969 15.658 -15.570 0.088
H -0.489 17.431 -15.530 0.061
H -1.786 17.351 -16.684 0.063
H -0.585 16.101 -16.616 0.060
C 8.102 23.495 -4.396 -0.091
C 7.036 23.827 -5.392 -0.264
N 5.966 22.806 -5.480 -0.197
C 6.354 21.553 -6.152 -0.234
C 5.110 20.609 -6.367 -0.085
C 5.282 22.614 -4.205 -0.303
C 4.786 23.787 -3.418 -0.091
H 8.571 22.570 -4.732 0.071
H 7.701 23.367 -3.390 0.064
H 8.793 24.337 -4.340 0.076
H 6.546 24.790 -5.245 0.102
H 7.458 23.920 -6.393 0.109
H 6.869 21.611 -7.111 0.112
H 6.997 21.073 -5.415 0.097
H 5.572 19.861 -7.012 0.063
H 4.777 20.197 -5.414 0.061
H 4.308 21.082 -6.933 0.074
H 5.680 21.812 -3.582 0.118
H 4.348 22.166 -4.543 0.095
H 4.066 23.448 -2.673 0.080
H 4.517 24.681 -3.981 0.083
H 5.628 24.093 -2.797 0.058
C 12.844 26.828 -17.043 -0.085
C 13.479 27.951 -17.834 -0.268
N 14.718 28.498 -17.293 -0.236
C 14.973 29.879 -17.494 -0.280
C 13.986 30.814 -16.766 -0.066
C 15.887 27.543 -17.232 -0.192
C 16.587 27.596 -18.622 -0.100
H 13.446 26.735 -16.139 0.070
H 12.861 25.951 -17.690 0.071
H 11.833 26.959 -16.657 0.068
H 13.747 27.770 -18.874 0.100
H 12.637 28.637 -17.932 0.111
H 14.909 29.914 -18.582 0.104
H 16.023 30.101 -17.304 0.114
H 13.239 30.241 -16.216 0.069
H 13.484 31.338 -17.578 0.066
H 14.542 31.500 -16.127 0.066
H 16.672 27.844 -16.538 0.100
H 15.689 26.500 -16.984 0.105
H 15.748 27.426 -19.297 0.055
H 17.171 28.477 -18.889 0.068
H 17.180 26.722 -18.891 0.062
C 12.013 10.113 -12.666 -0.098
C 11.986 8.583 -12.690 -0.256
N 13.166 7.967 -12.127 -0.214
C 14.290 8.178 -13.087 -0.257
C 14.959 6.884 -13.338 -0.111
C 13.474 8.222 -10.792 -0.298
C 12.482 7.559 -9.817 -0.064
H 11.151 10.641 -13.073 0.066
H 12.837 10.670 -13.113 0.071
H 11.830 10.474 -11.654 0.065
H 11.075 8.337 -12.145 0.104
H 11.685 8.184 -13.659 0.113
H 13.979 8.576 -14.053 0.116
H 14.997 8.876 -12.637 0.114
H 14.253 6.171 -13.764 0.075
H 15.825 6.869 -14.000 0.073
H 15.266 6.382 -12.420 0.069
H 13.715 9.279 -10.678 0.112
H 14.427 7.710 -10.661 0.112
H 12.317 6.578 -10.262 0.078
H 11.502 8.032 -9.758 0.062
H 12.944 7.534 -8.830 0.069
C 10.545 11.317 -25.617 -0.088
C 10.352 12.684 -24.920 -0.211
N 11.270 13.567 -25.704 -0.215
C 10.861 14.812 -26.366 -0.242
C 9.396 14.745 -26.816 -0.096
C 12.549 13.662 -25.107 -0.291
C 12.732 14.632 -23.904 -0.077
H 11.424 10.825 -25.201 0.063
H 10.552 11.370 -26.706 0.073
H 9.699 10.656 -25.428 0.059
H 9.366 13.083 -25.160 0.082
H 10.374 12.678 -23.831 0.109
H 11.120 15.771 -25.919 0.105
H 11.469 14.831 -27.271 0.108
H 8.663 14.994 -26.049 0.073
H 9.510 15.401 -27.679 0.069
H 9.095 13.835 -27.335 0.074
H 13.231 13.945 -25.909 0.111
H 12.941 12.674 -24.865 0.105
H 12.887 15.618 -24.342 0.050
H 13.750 14.578 -23.518 0.067
H 11.868 14.674 -23.240 0.072
```

Summary:
max |F|	4.50	eV/Å
LUMO level	0.55	eV
total charge	0
2S+1	1
energy above the lowest of the compared OMol25 structures with the same formula, charge and spin	5.5391	eV
highest occupied orbital energy	-7.65	eV